A 3-piece molecular cluster, C11H8F4NO4 overall, computed with ωB97M-V/def2-TZVPD.

```
28
Properties=species:S:1:pos:R:3:mulliken_charge:R:1
F -1.30720 -1.38289 2.95290 -0.3865
C -1.18677 -0.82698 1.71814 0.2857
C -0.93500 0.49126 1.58309 0.1510
F -0.64504 1.26248 2.65049 -0.3398
C -0.97085 1.16619 0.28863 0.3389
O -0.80606 2.38796 0.16683 -0.7667
C -1.22341 0.28682 -0.85713 0.1007
F -1.13528 0.85228 -2.07959 -0.3561
C -1.51629 -1.01815 -0.70315 -0.1120
F -1.85604 -1.79022 -1.77021 -0.4368
C -1.52338 -1.69569 0.58762 1.0587
O -2.15182 -2.77251 0.81721 -0.8317
O -2.29934 -5.83040 0.85650 -0.4441
C -2.23623 -5.42752 1.95866 0.8887
C 0.80335 -3.02751 0.80795 -0.5157
C 2.21163 -3.27306 0.49023 -0.4980
C 2.16899 -3.62987 -1.01810 -0.5495
C 0.75868 -3.29227 -1.49553 -0.6589
N -0.00033 -3.00092 -0.25519 0.0773
O -2.16691 -5.04962 3.06706 -0.4211
H 0.43931 -2.86058 1.81875 0.4538
H 2.81529 -2.36979 0.65579 0.2070
H 2.64393 -4.07471 1.09773 0.2999
H 2.91524 -3.07893 -1.59368 0.3251
H 2.35727 -4.69859 -1.15907 0.2459
H 0.74786 -2.40728 -2.14338 0.2591
H 0.28232 -4.11957 -2.03359 0.3333
H -0.93869 -3.41611 -0.29179 0.2920
```

The LUMO energy comes out at 2.74 eV. For the HOMO energy, the calculation gives -0.072 hartree. The spin multiplicity is 1. The total charge is -1.


C11H8F5N2OS7Te2W as an isolated structure, computed with ωB97M-V/def2-TZVPD.

```
37
Properties=species:S:1:pos:R:3:mulliken_charge:R:1
W 0.42946 1.00877 0.44867 0.6784
C -0.55750 -1.68660 3.45420 -0.5785
C 0.78514 -1.64659 2.79028 0.2170
N 1.08583 -1.00925 1.69313 0.3571
C 2.33768 -1.39887 1.22959 -0.1858
C 2.99530 -2.26582 2.02890 -0.6011
S 2.02140 -2.67559 3.36889 -0.2710
C 2.76341 -0.98682 -0.10765 0.0265
C 3.74965 -1.55676 -0.83426 -0.4303
S 3.79020 -0.87663 -2.40121 -0.2739
C 2.47250 0.15694 -2.00508 0.7098
N 2.04654 -0.02007 -0.78745 0.6001
C 1.93869 1.10566 -3.01986 -1.2482
H -2.24940 -0.72488 3.13053 0.2190
H -0.41941 -1.69372 4.53820 0.2831
H -1.03648 -2.62241 3.14387 0.4187
H 3.97612 -2.68789 1.89479 0.4491
H 4.40842 -2.35623 -0.54278 0.3880
H 2.75665 1.67300 -3.46511 0.4343
H 1.23435 1.79377 -2.56614 0.1829
H 1.43089 0.55008 -3.81057 0.2964
S -6.77033 2.99684 -1.64660 -0.3127
C -5.20854 2.57475 -1.33154 0.1334
S -4.52110 2.54487 0.25003 -0.1178
C -2.92572 1.97583 -0.18450 0.2287
C -2.70978 1.73584 -1.49283 0.1347
S -1.27412 1.10739 -2.21116 -0.3299
S -4.09414 2.03176 -2.52908 -0.1420
S -1.84065 1.63887 1.12428 -0.1426
F 0.99166 0.39376 4.38874 -0.5813
Te 0.30803 1.86095 3.23030 0.9049
F 0.78832 2.46849 -0.64620 -0.5427
F 0.48275 3.30866 1.83028 -0.5164
F 1.98953 2.59921 3.62665 -0.4294
F 2.16317 1.33808 1.21398 -0.5324
O -1.30421 -0.57702 3.03930 -0.1840
Te -0.84393 -1.23051 -0.56329 -0.2418
```

The LUMO energy (alpha / beta) comes out at 1.52 / 1.52 eV. For the HOMO energy (alpha / beta), the calculation gives -0.114 / -0.114 hartree. The spin multiplicity is 1. The total charge is -1.


One molecule with the formula C11H8N6O2S, computed with ωB97M-V/def2-TZVPD.

```
28
Properties=species:S:1:pos:R:3:mulliken_charge:R:1
O -2.02945 -1.15852 1.61736 -0.6138
C -1.10440 -0.45554 1.24663 -0.4139
C -0.18338 0.26933 2.11017 0.2801
C -0.17658 0.47391 3.51119 -0.6672
C 0.85273 1.22415 4.07417 -0.4971
C 1.90139 1.72180 3.25620 -0.4216
C 1.95942 1.39896 1.89016 -0.7530
C 0.86834 0.68540 1.33939 0.4074
C 0.65732 0.38295 -0.10792 -0.7740
O 0.80142 1.60852 -0.82094 -0.5608
C -0.73396 -0.28210 -0.22920 2.1985
N -1.72594 0.67544 -0.84712 -0.4092
N -1.98968 0.68318 -2.12739 -0.4554
C -1.36758 -0.29107 -2.96240 0.6381
N -1.32757 -0.33017 -4.29503 -0.6774
N -0.55584 -1.43711 -4.56486 0.1678
C -0.17339 -2.12855 -3.42692 0.0961
S 0.61338 -3.60765 -3.32128 -0.3579
N -0.72511 -1.39515 -2.37419 0.2930
N -0.62297 -1.53499 -0.95492 -0.5678
H -1.00852 0.14364 4.11650 0.4608
H 0.86149 1.40881 5.14109 0.3917
H 2.70656 2.30932 3.71594 0.3630
H 2.79022 1.75258 1.29562 0.4330
H 1.44539 -0.30855 -0.37570 0.4228
H -0.01461 2.15055 -0.78845 0.4397
H -0.35165 -1.79998 -5.48461 0.2251
H -1.36704 -2.15917 -0.63348 0.3518
```

The LUMO energy comes out at -1.46 eV. As for the structure (SMILES): O=C1c2ccccc2[C@H](O)[C@]12N=Nc1n[nH]c(=S)n1N2. For the HOMO energy, the calculation gives -0.310 hartree. The spin multiplicity is 1. The total charge is 0.


C11H8NO5Sc as an isolated structure, computed with ωB97M-V/def2-TZVPD.

```
26
Properties=species:S:1:pos:R:3:mulliken_charge:R:1
O -0.77917 -0.11516 -2.05543 -0.4166
C 0.20058 -0.04937 -1.41682 0.4235
Sc 1.70608 0.03465 -0.26238 0.1403
O 3.98081 -0.12655 -2.86896 -0.1141
C 3.24444 -0.06086 -1.97854 0.4330
C -4.28979 -0.00756 -0.90165 0.3101
O -5.41783 -0.02629 -1.15438 0.0705
C 1.20496 -2.24053 -0.42085 0.2968
O 0.70464 -3.26310 -0.61417 -0.1708
C 1.05543 2.25198 -0.54715 0.2777
O 0.49692 3.24988 -0.71533 -0.1677
H -3.27562 0.02506 -0.69432 0.5936
C 2.02852 0.17750 6.09689 -1.3498
C 1.71086 0.15456 4.62356 1.0612
C 2.25357 1.12912 3.78986 -0.7276
C 2.03554 1.07095 2.41637 -0.0988
N 1.32298 0.04547 1.86716 -0.2224
C 0.72300 -0.87370 2.67134 -0.2762
C 0.89263 -0.83019 4.05504 -0.7128
H 3.10943 0.08149 6.27704 0.3435
H 1.71697 1.12408 6.55996 0.3538
H 1.53068 -0.63899 6.62918 0.3600
H 2.87692 1.93262 4.19817 0.4059
H 2.42503 1.84306 1.74074 0.3997
H 0.11974 -1.64415 2.18075 0.4298
H 0.40997 -1.58536 4.68001 0.3571
```

The LUMO energy (alpha / beta) comes out at -9.62 / -9.62 eV. For the HOMO energy (alpha / beta), the calculation gives -0.491 / -0.483 hartree. The spin multiplicity is 1. The total charge is +2.


C11H8NO5Ti as an isolated structure, computed with ωB97M-V/def2-TZVPD.

```
26
Properties=species:S:1:pos:R:3:mulliken_spin:R:1
O 0.35155 3.29069 -1.25853 0.0122
C 0.05137 2.19408 -1.36982 -0.0095
Ti -0.43253 -0.21521 -1.85426 0.6518
C -0.32404 -2.08781 -2.52403 -0.0395
O -0.20530 -3.17964 -2.91021 0.0658
C 0.65387 0.26846 -3.85072 0.1814
O 0.93821 0.39292 -5.00638 0.2266
C 1.60226 -0.00045 -2.69567 0.4248
O 2.79201 -0.04794 -2.60689 0.4506
C -2.44626 -0.02042 -1.93041 0.0068
O -3.60506 0.03373 -2.05512 0.0146
H -0.72896 0.44018 -3.30176 0.0189
N 0.41787 -0.94832 0.07333 -0.0009
C 0.17885 -0.32557 1.36767 0.0055
C -1.07734 -0.45887 1.95627 -0.0069
C -1.26219 0.02348 3.26336 0.0013
C -0.20450 0.65094 3.93622 0.0003
C 1.03155 0.82250 3.29835 0.0011
C 1.22208 0.33981 2.00183 -0.0029
H 0.07655 -1.91364 0.11174 0.0012
H 1.42891 -1.02312 -0.07432 -0.0001
H -1.89850 -0.93304 1.40572 -0.0033
H -2.23170 -0.09980 3.75408 0.0002
H -0.34939 1.00758 4.96167 0.0001
H 1.84435 1.32246 3.81668 0.0001
H 2.17635 0.46699 1.49119 -0.0001
```

The LUMO energy (alpha / beta) comes out at -5.87 / -5.86 eV. For the HOMO energy (alpha / beta), the calculation gives -0.451 / -0.453 hartree. The expectation value of S² is 2.175. The spin multiplicity is 3. The total charge is +1.


One molecule with the formula C11H8O, computed with ωB97M-V/def2-TZVPD.

```
20
Properties=species:S:1:pos:R:3:mulliken_charge:R:1
O 0.51868 1.65929 -1.34428 -0.5130
C 0.94233 1.85178 -0.21919 -0.1512
C 0.82529 0.92960 0.96539 -0.1413
C 2.04780 0.21570 0.50754 -0.6016
C 1.48849 -0.87310 -0.18202 -0.1979
C 2.63802 -0.17580 -0.89482 -0.4182
C 0.06351 -0.99895 -0.06616 0.4136
C -0.91098 -1.86197 -0.47662 -0.4683
C -2.25153 -1.42430 -0.30594 -0.3218
C -2.57581 -0.27425 0.40519 -0.4015
C -1.59989 0.49242 1.06759 -0.7552
C -0.29366 0.04978 0.82116 0.4426
H 1.39702 2.75591 0.06221 0.4472
H 0.85506 1.53238 1.76922 0.8403
H 2.32955 0.38408 -1.74229 0.2502
H 3.66417 -0.62583 -0.86856 0.2118
H -0.63475 -2.84470 -0.84274 0.4067
H -3.01571 -2.16117 -0.83633 0.2185
H -3.65530 -0.00830 0.51210 0.3126
H -1.83230 1.37743 1.66853 0.4263
```

The LUMO energy comes out at -0.04 eV. As for the structure (SMILES): O=C[C@@H]1C2=C(C2)c2ccccc21. For the HOMO energy, the calculation gives -0.315 hartree. The spin multiplicity is 1. The total charge is 0.


One molecule with the formula C11H8O2, computed with ωB97M-V/def2-TZVPD.

```
21
Properties=species:S:1:pos:R:3:mulliken_charge:R:1
C -1.02539 -0.75384 2.80377 -0.4311
C -1.73738 -1.65367 1.95415 -0.4728
C -0.24574 0.21792 2.28279 -0.9679
C -1.60685 -1.57201 0.61673 -0.7832
C 0.65615 1.45896 0.42968 -0.7044
C -0.59094 -0.57864 -1.32540 -1.0808
C -0.07434 0.39027 0.86540 1.1904
C -0.74370 -0.58292 -0.00358 1.2347
C 0.94024 1.90040 -0.92454 0.1214
C 1.91834 0.18975 -2.74798 -0.3813
C 0.87723 0.86863 -1.98071 0.5645
O 1.22987 3.05287 -1.18991 -0.5782
O 0.94727 1.03586 -3.32365 -0.4474
H -1.12467 -0.86354 3.87406 0.3826
H -2.37130 -2.40341 2.40424 0.3775
H 0.27920 0.90434 2.93098 0.3379
H -2.12673 -2.25351 -0.04116 0.3706
H 1.01020 2.15588 1.17914 0.3348
H -0.94986 -1.22048 -2.09983 0.4312
H 2.93166 0.57479 -2.74225 0.2582
H 1.80674 -0.86763 -2.96192 0.2432
```

The LUMO energy (alpha / beta) comes out at -1.13 / -1.13 eV. For the HOMO energy (alpha / beta), the calculation gives -0.295 / -0.295 hartree. The spin multiplicity is 1. The total charge is 0.


A 2-piece molecular cluster, C11H9F2NS overall, computed with ωB97M-V/def2-TZVPD.

```
24
Properties=species:S:1:pos:R:3:mulliken_charge:R:1
C 1.88170 -1.70315 0.92228 -1.0151
C 1.36124 -0.52107 1.15872 0.6775
S -0.27942 -0.41879 1.81906 -0.2241
C -0.25640 1.37381 1.75436 0.6755
C -1.43590 2.19300 2.09895 -1.0443
N 0.76065 1.85758 1.16770 -0.5046
C 1.72519 0.87955 0.90528 -0.1024
C 2.86964 1.19747 0.34655 0.3235
F 3.89714 0.36984 0.25341 -0.2308
F 3.13874 2.38908 -0.18430 -0.2248
H 1.40819 -2.54483 1.15015 0.4248
H 2.65580 -1.80232 0.22816 0.2772
H -1.19071 2.83286 2.90819 0.3173
H -1.56965 2.83447 1.27815 0.2648
H -2.30326 1.57369 2.28584 0.3670
C -0.62095 1.87117 -1.62943 -0.3647
C -0.90799 0.71142 -1.88129 -0.1491
C -1.24709 -0.56250 -2.16451 0.3780
C -1.44538 -1.75356 -2.19234 0.1221
C -1.88474 -3.09297 -2.27125 -1.3350
H -0.44913 2.74459 -1.12183 0.5292
H -2.58846 -3.38405 -1.37629 0.2567
H -1.02841 -3.84774 -2.25025 0.2902
H -2.49079 -3.19756 -3.20531 0.2911
```

The LUMO energy comes out at 0.52 eV. As for the structure (SMILES): C=c1sc(C)nc1=C(F)F.C#CC#CC. For the HOMO energy, the calculation gives -0.296 hartree. The spin multiplicity is 1. The total charge is 0.